DFT (ωB97M-V/def2-TZVPD) results for the molecule C4H7ClN2.

Last column: natural (NBO) charge in e.
Element x y z (Å)
C -0.67 0.16 -0.89  0.4140
C -1.08 -0.39 0.40  -0.4662
C 0.12 -0.42 1.32  -0.4320
C 1.20 0.28 0.56  -0.2250
N -1.27 0.29 -1.94  -0.7068
N 0.71 0.23 -0.87  -0.4466
Cl 1.60 1.10 -2.00  0.1473
H -2.03 0.01 0.71  0.2471
H -1.42 -1.47 0.29  0.2367
H -0.16 0.09 2.28  0.2250
H 0.22 -1.45 1.64  0.2266
H 1.40 1.37 0.69  0.2001
H 2.21 -0.27 0.67  0.2091
H -0.84 0.48 -2.86  0.3708

Results
- Frontier orbital gap: 9.72 eV
- Energy relative to the best compared isomer or geometry (same formula, charge and spin): 59.3 kcal per mole
- SMILES: [H]/N=C1/CCCN1Cl
- Highest occupied orbital energy: -0.3244 Eh
- Total charge: 0
- Maximum force: 0.1015 Eh/bohr
- LUMO level: 0.9 eV